Entry from the OMol25 dataset: a molecular structure, C26H30N6OSTa (ωB97M-V with the def2-TZVPD basis set).

```
! wB97M-V def2-TZVPD RIJCOSX def2/J DEFGRID3
* xyz 3 1
Ta -0.648 -0.114 -0.850
S -2.311 1.042 0.431
C -2.330 -0.492 1.312
C -3.129 -0.855 2.375
C -2.964 -2.134 2.892
C -2.022 -3.003 2.344
C -1.264 -2.572 1.279
N -1.421 -1.334 0.779
H -3.857 -0.166 2.779
H -3.575 -2.458 3.725
H -1.890 -4.001 2.737
H -0.530 -3.204 0.797
C -2.982 2.033 -2.927
C -1.602 2.460 -2.579
N -0.656 1.773 -1.910
C 0.484 2.589 -1.873
C 0.214 3.744 -2.511
N -1.088 3.635 -2.942
H -3.427 1.445 -2.128
H -2.975 1.429 -3.834
H -3.608 2.906 -3.106
H 1.386 2.293 -1.365
H 0.815 4.619 -2.691
H -1.592 4.340 -3.464
N 0.708 -1.900 -1.559
N 0.975 -0.724 -2.332
H 1.548 -2.428 -1.326
H 0.083 -2.494 -2.106
H 1.000 -0.825 -3.346
H 1.867 -0.318 -2.056
C 4.801 2.171 5.203
C 4.056 1.546 4.084
C 4.505 0.348 3.501
C 3.829 -0.249 2.474
C 4.369 -1.527 1.898
C 2.619 0.387 1.976
C 1.992 -0.236 0.932
O 0.917 0.175 0.297
C 2.142 1.618 2.589
C 0.882 2.301 2.160
C 2.872 2.151 3.610
H 5.754 1.686 5.393
H 4.191 2.115 6.111
H 4.959 3.234 5.009
H 5.411 -0.106 3.880
H 5.258 -1.832 2.442
H 4.659 -1.411 0.852
H 3.647 -2.343 1.974
H 2.403 -1.175 0.566
H 0.023 1.634 2.244
H 0.939 2.630 1.120
H 0.698 3.174 2.780
H 2.536 3.066 4.083
N -5.418 -3.419 -5.689
C -4.677 -2.961 -4.942
C -3.750 -2.387 -4.010
C -3.897 -2.613 -2.643
C -2.996 -2.060 -1.749
C -1.923 -1.257 -2.168
C -1.812 -1.043 -3.560
C -2.698 -1.595 -4.469
H -4.717 -3.225 -2.291
H -3.152 -2.269 -0.698
H -1.045 -0.394 -3.973
H -2.586 -1.415 -5.530
*
```

The HOMO energy is -16.95 eV. The total energy is -50800.2447 eV. The value obtained for the frontier orbital gap is 6.4455 eV. The value obtained for the energy relative to the best compared isomer or geometry (same formula, charge and spin) is 0.000 eV. The value obtained for the LUMO energy is -10.506 eV.


Entry from the OMol25 dataset: 2 unconnected molecules or ions with the total composition C26H35N4 at a distorted geometry (ωB97M-V with the def2-TZVPD basis set).

```
! wB97M-V def2-TZVPD RIJCOSX def2/J DEFGRID3
* xyz 1 1
C -6.828 -1.693 4.701
C -7.102 -1.185 3.276
C -5.961 -0.203 2.942
N -4.942 -0.431 3.956
C -3.762 0.258 4.003
C -3.604 1.526 3.365
C -2.394 2.185 3.384
C -1.200 1.519 3.798
C 0.066 2.058 3.477
C 1.308 1.339 3.536
C 1.491 0.098 2.860
C 2.707 -0.564 2.891
C 3.773 -0.107 3.717
N 4.956 -0.799 3.826
C 5.809 -0.712 5.008
C 6.996 -1.652 4.729
C 6.971 -1.924 3.218
C 5.606 -1.446 2.689
C 3.575 1.110 4.427
C 2.425 1.857 4.251
C -1.371 0.287 4.513
C -2.625 -0.273 4.680
C -5.328 -1.430 4.947
H -7.440 -1.146 5.430
H -7.064 -2.755 4.811
H -7.079 -2.031 2.580
H -8.080 -0.708 3.170
H -5.580 -0.368 1.918
H -6.322 0.837 3.003
H -4.469 1.979 2.878
H -2.306 3.202 3.000
H 0.108 3.100 3.150
H 0.649 -0.303 2.292
H 2.839 -1.500 2.344
H 6.178 0.319 5.154
H 5.259 -0.999 5.921
H 7.927 -1.175 5.045
H 6.896 -2.576 5.311
H 7.767 -1.354 2.735
H 7.136 -2.977 2.983
H 4.993 -2.284 2.316
H 5.748 -0.743 1.843
H 4.368 1.470 5.083
H 2.328 2.835 4.728
H -0.480 -0.201 4.910
H -2.739 -1.178 5.277
H -5.146 -1.084 5.978
H -4.753 -2.366 4.818
C -2.717 3.969 0.596
C -1.461 3.493 -0.104
N -0.451 3.014 0.538
C 0.644 2.463 -0.272
C 0.812 3.069 -1.656
C -0.511 3.178 -2.383
N -1.530 3.605 -1.454
H -3.368 4.522 -0.088
H -3.280 3.116 0.992
H -2.475 4.616 1.443
H 1.548 2.607 0.330
H 0.533 1.373 -0.427
H 1.242 4.070 -1.560
H 1.486 2.449 -2.252
H -0.444 3.907 -3.196
H -0.768 2.209 -2.828
H -2.419 3.888 -1.842
*
```

The HOMO energy is -10.04 eV. The total energy is -33483.9859 eV. The value obtained for the frontier orbital gap is 5.8996 eV. The value obtained for the energy relative to the best compared isomer or geometry (same formula, charge and spin) is 1.130 eV. The value obtained for the LUMO energy is -4.140 eV.


Entry from the OMol25 dataset: a molecular structure, C42H96AsF6N4O6Sn at a distorted geometry (ωB97M-V with the def2-TZVPD basis set).

```
! wB97M-V def2-TZVPD RIJCOSX def2/J DEFGRID3
* xyz 0 2
Sn 0.649 1.570 5.385
As -0.713 0.099 1.052
F 1.022 -0.255 0.684
F -0.299 0.567 2.758
F -2.429 0.545 1.338
F -1.140 -0.474 -0.611
F -1.011 -1.575 1.628
F -0.442 1.765 0.535
C -6.015 1.778 -3.184
C -4.855 2.531 -2.437
N -4.711 3.963 -2.792
C -3.859 4.694 -1.792
C -2.460 4.106 -1.431
C -4.080 4.128 -4.142
C -4.347 5.568 -4.686
H -5.845 1.830 -4.260
H -7.041 2.109 -3.025
H -5.985 0.713 -2.953
H -5.128 2.482 -1.383
H -3.880 2.043 -2.469
H -3.639 5.703 -2.140
H -4.350 4.759 -0.821
H -2.637 3.329 -0.688
H -1.933 3.768 -2.324
H -1.897 4.875 -0.902
H -4.579 3.454 -4.838
H -3.010 3.920 -4.145
H -4.278 5.593 -5.773
H -3.684 6.282 -4.196
H -5.409 5.728 -4.500
C -0.874 -2.909 -3.132
C 0.195 -3.133 -2.052
N 1.072 -4.317 -2.205
C 2.036 -4.500 -1.075
C 3.027 -3.350 -0.825
C 1.769 -4.221 -3.487
C 2.745 -5.280 -3.885
H -0.509 -2.624 -4.119
H -1.585 -2.134 -2.845
H -1.425 -3.843 -3.243
H 0.870 -2.279 -1.999
H -0.269 -3.241 -1.071
H 1.419 -4.550 -0.178
H 2.535 -5.467 -1.148
H 3.676 -3.568 0.023
H 3.740 -3.217 -1.639
H 2.552 -2.405 -0.562
H 2.260 -3.249 -3.537
H 1.020 -4.270 -4.277
H 3.062 -5.085 -4.910
H 2.332 -6.288 -3.864
H 3.689 -5.217 -3.344
C 0.689 4.351 2.510
C 2.113 4.399 3.122
N 2.673 3.039 3.378
C 2.797 2.296 2.105
C 3.831 2.866 1.114
C 3.896 3.171 4.115
C 4.656 1.842 4.391
H 0.710 3.950 1.496
H 0.283 5.359 2.427
H -0.088 3.815 3.054
H 2.789 5.003 2.517
H 2.109 4.897 4.092
H 3.122 1.270 2.278
H 1.840 2.179 1.597
H 4.827 2.847 1.555
H 3.878 2.439 0.112
H 3.584 3.922 0.999
H 3.600 3.606 5.070
H 4.588 3.894 3.683
H 5.467 2.152 5.050
H 5.144 1.294 3.585
H 4.054 1.091 4.903
C -0.095 1.533 -3.024
C 1.308 0.976 -3.131
N 1.836 1.308 -4.462
C 1.186 0.688 -5.618
C 1.338 -0.907 -5.703
C 3.252 1.032 -4.574
C 3.959 2.264 -3.962
H -0.167 2.614 -3.141
H -0.373 1.332 -1.989
H -0.782 1.019 -3.695
H 1.975 1.248 -2.313
H 1.201 -0.098 -2.980
H 1.520 1.188 -6.527
H 0.130 0.952 -5.558
H 2.294 -1.205 -6.132
H 0.515 -1.329 -6.281
H 1.164 -1.364 -4.729
H 3.487 0.150 -3.979
H 3.574 0.968 -5.614
H 5.028 2.053 -3.937
H 3.818 3.082 -4.668
H 3.585 2.507 -2.968
C -4.458 -1.782 0.306
C -5.700 -0.924 0.390
O -6.733 -1.336 -0.059
C -5.572 0.348 1.147
H -4.736 -2.528 -0.438
H -4.277 -2.358 1.214
H -3.563 -1.291 -0.075
H -5.293 1.138 0.450
H -4.948 0.381 2.040
H -6.555 0.714 1.444
C -1.114 -2.887 4.759
C -1.867 -1.571 4.702
O -1.610 -0.639 5.484
C -3.180 -1.531 3.865
H -1.061 -3.380 3.789
H -1.686 -3.617 5.332
H -0.104 -2.775 5.153
H -3.800 -0.776 4.347
H -3.794 -2.425 3.753
H -3.014 -1.255 2.823
C -1.183 -7.234 0.577
C -0.674 -6.097 1.495
O 0.232 -6.236 2.335
C -1.392 -4.821 1.364
H -2.146 -7.579 0.953
H -0.412 -7.989 0.423
H -1.246 -6.879 -0.452
H -2.201 -4.785 2.094
H -1.678 -4.516 0.358
H -0.661 -4.048 1.598
C 2.398 -2.753 3.002
C 2.876 -1.850 4.200
O 2.463 -0.713 4.228
C 3.638 -2.507 5.305
H 1.626 -3.447 3.333
H 3.234 -3.334 2.611
H 1.978 -2.102 2.235
H 3.727 -1.942 6.233
H 4.626 -2.706 4.889
H 3.209 -3.475 5.563
C 4.776 -1.002 1.120
C 5.540 -0.131 0.180
O 6.352 0.686 0.593
C 5.198 -0.369 -1.303
H 3.695 -0.949 0.983
H 5.088 -0.738 2.130
H 5.161 -1.997 0.896
H 4.130 -0.200 -1.442
H 5.465 -1.408 -1.495
H 5.768 0.332 -1.912
C -3.410 3.357 2.300
C -3.264 2.710 3.657
O -2.210 2.241 4.019
C -4.533 2.633 4.547
H -4.288 2.968 1.783
H -2.522 3.054 1.745
H -3.516 4.441 2.341
H -4.248 1.898 5.300
H -5.424 2.291 4.022
H -4.772 3.551 5.083
*
```

As for the expectation value of S²: 0.75. The HOMO energy (spin up / spin down) is -7.28 / -7.93 eV. The total energy is -146330.8441 eV. The value obtained for the frontier orbital gap (spin up / spin down) is 5.7833 / 6.5329 eV. The value obtained for the LUMO energy (spin up / spin down) is -1.497 / -1.394 eV.


Entry from the OMol25 dataset: C4H7NO in the gas phase (ωB97M-V with the def2-TZVPD basis set).

```
! wB97M-V def2-TZVPD RIJCOSX def2/J DEFGRID3
* xyz 0 1
C -1.292 -0.788 0.399
C -0.660 0.349 1.144
N 0.215 1.204 0.794
C 0.757 1.030 -0.531
C 1.459 -0.297 -0.760
O 1.609 -1.152 0.076
H -0.973 -1.737 0.849
H -2.380 -0.703 0.497
H -1.038 -0.842 -0.663
H -1.025 0.458 2.163
H 1.511 1.801 -0.742
H -0.021 1.141 -1.303
H 1.805 -0.425 -1.812
*
```

The HOMO energy is -9.52 eV. The total energy is -7797.9150 eV. The value obtained for the frontier orbital gap is 10.4317 eV. The value obtained for the energy relative to the best compared isomer or geometry (same formula, charge and spin) is 1.729 eV. The value obtained for the LUMO energy is 0.916 eV. Its SMILES is C/C=N\CC=O.


Entry from the OMol25 dataset: 4 unconnected molecules or ions with the total composition C36H48ClF3IN4O4S at a distorted geometry (ωB97M-V with the def2-TZVPD basis set).

```
! wB97M-V def2-TZVPD RIJCOSX def2/J DEFGRID3
* xyz 1 1
C 0.564 -1.805 2.962
N -0.599 -1.501 3.879
C -1.888 -1.847 3.168
C -0.580 -0.086 4.413
O -1.722 0.347 5.006
C 0.662 0.979 4.335
C 0.408 2.284 3.377
C -1.018 3.132 3.531
C -0.974 4.619 2.835
C -2.337 5.052 2.035
F -3.720 4.638 2.434
C -2.179 5.923 0.802
F -0.859 6.230 0.170
F -3.395 6.517 0.159
C 1.780 3.184 3.705
O 1.669 4.310 4.645
N 2.543 3.401 2.382
C 2.065 2.178 1.571
N 2.850 1.355 0.802
C 4.346 1.582 0.613
C 4.811 0.756 -0.738
C 4.901 1.710 -2.092
I 3.226 1.336 -3.510
N 0.587 2.193 1.881
C -0.329 1.293 1.092
C -1.416 2.129 0.134
C -2.986 1.696 0.438
C -3.739 1.121 -0.940
S -5.137 -0.035 -0.401
O -5.822 0.452 0.911
O -4.679 -1.510 -0.189
Cl -6.699 -0.121 -1.844
H 0.526 -2.973 2.732
H 0.541 -1.226 1.932
H 1.629 -1.611 3.440
H -2.055 -1.292 2.147
H -2.859 -1.697 3.811
H -1.855 -3.009 2.903
H 1.713 0.478 4.075
H 0.804 1.404 5.441
H -1.255 3.193 4.698
H -1.922 2.550 3.055
H -0.852 5.400 3.730
H -0.004 4.791 2.162
H 2.554 2.479 4.280
H 1.354 3.943 5.541
H 2.294 4.316 1.939
H 2.433 0.531 0.316
H 4.860 1.208 1.605
H 4.536 2.723 0.395
H 5.902 0.289 -0.617
H 4.077 -0.128 -1.023
H 4.866 2.857 -1.800
H 5.877 1.503 -2.714
H -0.990 0.566 1.734
H 0.255 0.593 0.321
H -1.233 3.294 0.172
H -1.226 1.821 -1.004
H -3.094 0.831 1.228
H -3.653 2.591 0.805
H -2.957 0.566 -1.645
H -4.240 2.043 -1.498
C 5.852 -2.956 0.528
C 4.873 -2.487 1.403
C 5.019 -2.669 2.777
C 6.150 -3.313 3.279
C 7.131 -3.779 2.405
C 6.981 -3.605 1.029
H 5.737 -2.817 -0.543
H 3.994 -1.979 1.012
H 4.252 -2.309 3.458
H 6.266 -3.451 4.351
H 8.014 -4.280 2.796
H 7.743 -3.973 0.348
C 4.321 -2.977 -5.916
C 3.931 -2.318 -4.750
C 3.807 -3.028 -3.556
C 4.082 -4.395 -3.525
C 4.475 -5.053 -4.690
C 4.590 -4.345 -5.887
H 4.414 -2.425 -6.847
H 3.723 -1.252 -4.772
H 3.497 -2.516 -2.649
H 3.990 -4.947 -2.594
H 4.691 -6.118 -4.666
H 4.891 -4.859 -6.795
C -10.851 -2.426 -4.794
C -10.811 -1.946 -6.103
C -9.862 -0.992 -6.469
C -8.946 -0.524 -5.526
C -8.984 -1.006 -4.218
C -9.939 -1.953 -3.850
H -11.593 -3.167 -4.509
H -11.521 -2.317 -6.839
H -9.836 -0.614 -7.487
H -8.204 0.217 -5.812
H -8.269 -0.642 -3.484
H -9.971 -2.324 -2.830
*
```

The HOMO energy is -10.45 eV. The total energy is -91850.3076 eV. The value obtained for the frontier orbital gap is 6.1780 eV. The value obtained for the LUMO energy is -4.268 eV.


Entry from the OMol25 dataset: 2 unconnected molecules or ions with the total composition C3H5BO4 at a distorted geometry (ωB97M-V with the def2-TZVPD basis set).

```
! wB97M-V def2-TZVPD RIJCOSX def2/J DEFGRID3
* xyz 0 1
B -0.629 0.814 -0.312
C 0.152 -0.085 -1.313
C 2.049 1.446 0.333
C 1.312 -1.438 0.159
O 1.042 -1.038 -1.094
O 2.722 0.538 0.304
O -0.822 0.482 0.998
O -1.282 1.989 -0.797
H 0.146 0.065 -2.374
H 0.620 -0.931 0.795
H 2.011 -2.277 0.169
H -1.132 1.247 1.525
H -1.315 2.716 -0.301
*
```

The HOMO energy (spin up / spin down) is -7.71 / -7.70 eV. The total energy is -12056.7783 eV. The value obtained for the frontier orbital gap (spin up / spin down) is 7.6968 / 8.1082 eV. The value obtained for the energy relative to the best compared isomer or geometry (same formula, charge and spin) is 1.688 eV. The value obtained for the LUMO energy (spin up / spin down) is -0.014 / 0.410 eV.